Formula: C5H13NO
Source: the Open Molecules 2025 dataset
Level of theory: wB97M-V/def2-TZVPD

XYZ file:
```
20
Properties=species:S:1:pos:R:3:forces:R:3:nbo_charge:R:1
C 0.254 -1.712 0.125 -0.9 0.8 -0.4 -0.64
C 0.653 -0.195 -0.229 -0.5 -0.1 4.6 -0.07
C 0.952 0.386 -1.591 1.0 -3.7 -0.8 -0.08
O 2.361 -0.049 -2.000 -2.5 0.2 0.0 -0.73
N -0.380 0.675 0.424 2.6 1.7 1.9 -0.47
C -0.561 0.651 1.906 1.3 -2.0 -1.5 -0.41
C -1.563 0.931 -0.298 0.5 -2.0 -0.7 -0.41
H 0.273 -1.888 1.280 0.0 0.5 -2.2 0.22
H -0.805 -1.797 -0.272 1.1 -0.6 0.6 0.20
H 0.900 -2.463 -0.348 -0.2 0.2 0.0 0.21
H 1.517 -0.070 0.490 -0.3 0.4 -1.2 0.19
H 0.073 0.090 -2.279 1.9 0.3 0.4 0.18
H 1.066 1.410 -1.532 -0.3 2.2 0.2 0.20
H 2.637 -0.648 -1.301 0.1 -0.1 -0.1 0.46
H 0.352 0.769 2.532 -0.1 -0.5 -0.9 0.20
H -1.136 1.453 2.248 -1.3 1.3 0.0 0.20
H -1.078 -0.296 2.139 0.1 0.2 0.7 0.17
H -1.876 -0.116 -0.506 -1.0 0.7 -1.2 0.16
H -1.353 1.576 -1.173 -0.7 -0.4 0.3 0.20
H -2.286 1.291 0.384 -0.9 0.9 0.3 0.21
```
Positions in Å, forces in eV/Å.

Properties
Structure (SMILES): C[C@@H](CO)N(C)C
E_LUMO: 0.89 eV
2S+1: 1
Energy: -8930.9733 eV
Frontier orbital gap: 8.8 eV
HOMO level: -7.86 eV